No. 1
{
  "formula": "C3H9N",
  "method": "wB97M-V/def2-TZVPD",
  "symbols": ["N", "C", "C", "C", "H", "H", "H", "H", "H", "H", "H", "H", "H"],
  "xyz": [[-0.8413, 1.7302, -0.2665], [-0.6726, 0.3027, 0.2150], [0.8269, -1.7744, 0.0502], [0.7093, -0.2002, -0.1251], [1.9614, -2.0325, 0.1763], [1.3622, 0.2651, 0.6061], [-1.5429, -0.3261, -0.1577], [-0.8094, 0.2285, 1.3483], [-1.7988, 1.9922, -0.1261], [0.2567, -2.2641, 0.9889], [0.5353, -2.3677, -0.9490], [-0.2454, 2.3288, 0.2958], [0.9882, 0.0956, -1.1576]],
  "e_above_lowest_kcal_mol": 19.6,
  "e_lumo_ha": 0.0452,
  "total_charge": 0,
  "e_homo_ev": -9.350
}


No. 2
{
  "formula": "C7H6BrNO3",
  "method": "wB97M-V/def2-TZVPD",
  "symbols": ["Br", "O", "O", "O", "N", "C", "C", "C", "C", "C", "C", "C", "H", "H", "H", "H", "H", "H"],
  "xyz": [[-1.8627, -0.1129, -2.8041], [0.6139, 2.7734, -2.9104], [0.7338, 0.8102, -4.0072], [0.5232, 0.2842, -1.2968], [0.4650, 1.5660, -3.1316], [1.2749, -0.6751, 0.8010], [1.1836, -1.2000, 2.0939], [-0.0486, -1.1154, 2.6993], [-0.9966, -0.0951, 0.6978], [0.2094, -0.2061, 0.0250], [-1.0999, -0.5925, 2.0262], [-0.4070, 0.9508, -1.9749], [2.1929, -1.5958, 2.5213], [-2.1154, -0.3696, 2.4192], [-1.9256, 0.1147, 0.1819], [2.3580, -0.7718, 0.4712], [-0.9059, 1.8319, -1.4705], [-0.1928, -1.5966, 3.6587]],
  "e_above_lowest_kcal_mol": 20.8,
  "e_lumo_ha": -0.0042,
  "total_charge": 0,
  "e_homo_ev": -9.735
}


No. 3
{
  "formula": "C46H43BN7O20P",
  "method": "wB97M-V/def2-TZVPD",
  "symbols": ["P", "O", "O", "O", "O", "O", "O", "O", "O", "O", "O", "O", "O", "O", "O", "O", "O", "O", "O", "O", "O", "N", "N", "N", "N", "N", "N", "N", "C", "C", "C", "C", "C", "C", "C", "C", "C", "C", "C", "C", "C", "C", "C", "C", "C", "C", "C", "C", "C", "C", "C", "C", "C", "C", "C", "C", "C", "C", "C", "C", "C", "C", "C", "C", "C", "C", "C", "C", "C", "C", "C", "C", "C", "C", "B", "H", "H", "H", "H", "H", "H", "H", "H", "H", "H", "H", "H", "H", "H", "H", "H", "H", "H", "H", "H", "H", "H", "H", "H", "H", "H", "H", "H", "H", "H", "H", "H", "H", "H", "H", "H", "H", "H", "H", "H", "H", "H", "H"],
  "xyz": [[-1.6684, -2.3399, -4.0910], [-4.3414, -4.6799, -2.6440], [-4.6752, -12.0499, 2.8415], [-2.0081, -1.1992, -3.2117], [3.7134, -1.2490, -2.4835], [-1.4189, -6.1438, -4.4985], [-4.0153, 0.3120, 4.3668], [5.6501, 5.5559, 4.8292], [2.0879, 5.0987, 3.2426], [1.2927, 4.2395, 1.4353], [-3.8540, 1.4651, 6.1818], [-0.1529, -5.4479, -2.6675], [-3.6683, -5.0913, -0.5868], [-3.8925, -2.2361, -6.8711], [5.4968, 5.8808, -3.1170], [1.8895, -1.9504, -1.5765], [-2.4003, -3.7887, -1.9048], [-3.3290, -3.9825, -7.9982], [-2.7517, -12.1363, 1.8755], [3.7099, 6.2002, -1.9535], [7.6911, 4.8764, 4.7279], [6.8457, 5.7530, 4.7430], [2.6236, -1.0628, -1.9786], [-3.3636, -2.7809, -7.8278], [-3.8155, -11.5946, 2.1102], [-4.3859, 0.6155, 5.4827], [1.3293, 4.3554, 2.6471], [4.8727, 5.8648, -2.0719], [-2.1922, -3.9727, -3.3277], [-1.4783, -0.3193, -10.6907], [-2.7211, -1.9246, -8.8303], [-3.6625, -4.0837, -3.7529], [-2.0830, 0.2515, -9.5788], [-7.1436, -0.3841, 7.7852], [6.8023, 9.4772, 4.5655], [4.8608, 5.3304, 0.3307], [0.3975, 3.5462, 3.4400], [5.5068, 4.8672, 1.4657], [-2.7111, -0.5526, -8.6417], [-1.5045, -1.6961, -10.8719], [-3.3768, -8.5294, 0.0265], [-5.4997, -8.4054, 1.1529], [-0.4603, 2.6729, 2.7932], [7.3029, 7.1438, 4.6449], [-6.0263, 0.2627, 7.2833], [8.6555, 7.4045, 4.5082], [-5.5549, -0.0836, 6.0283], [-5.2644, -9.6378, 1.7420], [-7.7732, -1.3681, 7.0344], [6.8390, 4.4846, 1.4008], [-3.4733, -4.5515, -1.5886], [2.4724, 2.6553, -2.2190], [8.1551, 9.7531, 4.4182], [0.3870, 3.6780, 4.8179], [-4.5563, -7.8494, 0.2979], [1.2377, 2.9085, -1.6414], [-4.0793, -10.2995, 1.4694], [2.9388, 1.3551, -2.3231], [-1.3530, 1.9219, 3.5414], [0.6782, -4.2973, -2.4693], [6.8954, 5.0262, -0.9403], [-0.5103, 2.9258, 5.5596], [7.5347, 4.5680, 0.2004], [-6.1684, -1.0676, 5.2717], [-7.2837, -1.7120, 5.7813], [0.4639, 1.8621, -1.1591], [9.0804, 8.7181, 4.3924], [2.1505, 0.3191, -1.8487], [6.3701, 8.1657, 4.6791], [0.9178, 0.5581, -1.2634], [-1.3835, 2.0490, 4.9249], [-3.1330, -9.7608, 0.6140], [5.5633, 5.3989, -0.8623], [-2.1281, -2.5067, -9.9380], [-1.2098, -5.2265, -3.5163], [-7.5262, -0.1192, 8.7616], [-3.1809, -0.1049, -7.7774], [-2.2121, -10.2850, 0.4023], [1.0631, 4.3570, 5.3176], [-0.9836, 0.3111, -11.4186], [-2.0294, 1.2387, 3.0474], [-2.0934, 1.4644, 5.5174], [1.5067, -4.5919, -1.8270], [-4.7387, -6.8885, -0.1550], [-8.6493, -1.8683, 7.4271], [-2.1440, -3.5778, -10.0805], [7.3365, 4.1181, 2.2904], [-5.7920, -1.3358, 4.2950], [7.4372, 5.0866, -1.8734], [5.3162, 7.9542, 4.7901], [-0.6420, -6.7183, -4.5307], [-0.5322, 3.0246, 6.6371], [-6.4190, -7.8750, 1.3628], [-3.9112, -4.4461, -4.7474], [9.3781, 6.6015, 4.4876], [4.9702, 4.8007, 2.4033], [10.1340, 8.9356, 4.2789], [-6.0008, -10.0666, 2.4064], [-1.0349, -2.1375, -11.7406], [6.0836, 10.2853, 4.5879], [0.1608, -3.4953, -1.9352], [0.8773, 3.9263, -1.5651], [3.8224, 5.6269, 0.3872], [-0.4969, 2.0632, -0.7049], [3.0728, 3.4759, -2.5892], [8.4894, 10.7783, 4.3221], [-0.4427, 2.5715, 1.7176], [3.9028, 1.1630, -2.7719], [8.5742, 4.2717, 0.1541], [-4.0186, -3.0355, -3.7143], [-0.2649, -2.3951, -4.2387], [-7.7742, -2.4808, 5.1999], [0.3094, -0.2540, -0.8914], [-5.5388, 1.0278, 7.8701], [1.1019, -3.8987, -3.3961], [-2.6444, -8.0958, -0.6416], [-2.0623, 1.3240, -9.4409], [-2.3452, -2.2962, -5.3314]],
  "e_lumo_ha": -0.0379,
  "total_charge": 0,
  "e_homo_ev": -9.683
}


No. 4
{
  "formula": "C3H2LiO2Yb",
  "method": "wB97M-V/def2-TZVPD",
  "symbols": ["Yb", "O", "O", "C", "C", "C", "Li", "H", "H"],
  "xyz": [[3.0354, -0.6026, 1.8017], [1.8338, -0.8593, -0.3985], [-1.3220, 0.5099, 0.5825], [0.1380, 0.4345, 0.5199], [-0.7968, 0.7952, -0.7095], [0.5833, -0.7947, -0.1310], [-1.3769, -1.4795, 0.8078], [-0.8310, 1.8466, -1.0077], [-1.2638, 0.1499, -1.4651]],
  "e_lumo_ha": [-0.1977, -0.1978],
  "total_charge": 1,
  "e_homo_ev": [-10.016, -10.021]
}


No. 5
{
  "formula": "C5H14NOS",
  "method": "wB97M-V/def2-TZVPD",
  "symbols": ["S", "O", "N", "C", "C", "C", "C", "C", "H", "H", "H", "H", "H", "H", "H", "H", "H", "H", "H", "H", "H", "H"],
  "xyz": [[-1.3938, 0.8822, -2.5752], [-4.3529, 1.1956, -1.1577], [1.0681, -0.4590, 1.2417], [-0.1535, 1.3256, -0.1588], [1.7272, -1.6316, 0.6164], [1.1233, 0.8515, 0.4274], [-0.3742, 1.8509, -1.5427], [1.0949, -2.9120, 1.1596], [-0.8198, 2.8653, -1.3931], [2.0868, 0.8085, -0.1461], [-0.4786, 2.2999, 0.4985], [0.9673, -2.8148, 2.2553], [-3.8756, 0.6278, -0.5280], [0.4804, 1.9994, -2.1265], [0.1058, -0.6981, 1.5368], [1.4437, 1.5812, 1.1576], [1.7723, -1.5717, -0.4054], [-3.5530, 1.4435, -1.6654], [2.7055, -1.5641, 1.0622], [1.5383, -3.7190, 0.8612], [-1.0763, 0.5644, 0.0545], [-0.0359, -2.9255, 0.8278]],
  "e_above_lowest_kcal_mol": 56.2,
  "e_lumo_ha": 0.1291,
  "total_charge": -1,
  "e_homo_ev": -2.776
}


Largest force on an atom
In order: 2.86 3.93 3.39 2.49 7.82
Unit: eV Å⁻¹